87
Properties=species:S:1:pos:R:3 method="wB97M-V/def2-TZVPD" multiplicity=3 e_above_lowest_kj_mol=86.6 homo_lumo_gap_ha="0.2279 / 0.2597" e_tot_ha=-4110.3570 total_charge=+3 max_force_ev_per_a=1.1
Mo -0.1257 -0.0573 0.0287
Cl 1.8075 -3.2277 1.4559
Cl -1.6964 -7.0628 2.8128
S 2.4152 -1.5709 -1.9072
S 2.1251 1.5423 2.1958
P -2.9205 1.9176 -1.0468
O -3.3871 -1.6518 0.1362
O 1.2732 0.5829 1.3329
O 1.5442 -0.6449 -1.0475
O -0.5354 -1.7719 0.5851
N -0.9309 3.8875 -1.4588
N -3.1281 -0.1860 -2.9215
N -3.7524 1.4210 1.6029
N -1.3571 -0.3361 -1.6522
N -0.1246 1.9680 -0.7701
N -1.7377 0.6781 1.1831
C -1.8697 4.9352 -1.8775
C 2.2018 1.0432 -4.9700
C 1.4416 0.3033 6.4710
C -4.4069 0.2616 -3.4833
C -1.3786 -5.5155 2.1454
C 1.6054 -0.3199 4.1510
C 1.6526 1.6366 6.1503
C 2.8911 -1.0998 -5.8383
C -2.4523 0.3808 -1.9126
C -0.8607 -2.9846 1.0719
C 2.1283 0.5151 -3.6900
C 1.8321 2.0118 4.8256
C 0.9197 2.8423 -0.9337
C -5.0865 2.0038 1.4273
C -1.2366 2.6292 -1.0937
C 0.4251 4.0373 -1.3610
C 0.1706 -3.7924 1.5429
C 1.8121 1.0222 3.8519
C 2.5874 0.2405 -6.0370
C -2.4143 -4.7376 1.6562
C -2.8003 1.2936 0.6637
C 4.1094 -1.2149 -1.3061
C -3.2828 0.8590 2.7584
C 2.8116 -1.6474 -4.5663
C -2.4467 -1.3086 -3.3123
C 4.1866 0.0340 -0.4294
C 3.9590 -0.2855 1.0496
C -0.0767 -5.0428 2.0835
C -2.0302 0.3960 2.4914
C -1.3456 -1.3974 -2.5197
C -3.3666 -2.7710 0.5950
C -2.1756 -3.4753 1.1169
C 2.4441 -0.8236 -3.5096
C 1.4129 -0.6708 5.4771
C 3.8510 0.9579 1.9306
H 3.4693 0.7770 -0.7869
H -5.0061 3.0505 1.1446
H 1.2540 -1.7080 5.7405
H -4.3360 1.3008 -3.7939
H -3.8669 0.8427 3.6623
H 1.2990 0.0186 7.5047
H -5.6355 1.4477 0.6714
H 3.0323 -2.6965 -4.4069
H -2.5298 5.1967 -1.0540
H 4.4231 -2.1085 -0.7652
H -2.4498 4.5969 -2.7321
H -3.4276 -5.1184 1.6857
H 1.9662 2.0858 -5.1375
H -2.7982 -1.9405 -4.1095
H 4.7993 -0.8781 1.4164
H 1.9813 3.0526 4.5650
H 0.9185 4.9633 -1.6014
H -5.6141 1.9324 2.3733
H -1.3334 -0.1036 3.1437
H -5.1969 0.1392 -2.7461
H 3.0687 -0.9016 1.1734
H -1.2943 5.8102 -2.1629
H -0.5789 -2.1525 -2.5019
H 4.3758 1.8143 1.5052
H -4.3127 -3.2976 0.8063
H -4.6293 -0.3526 -4.3502
H 0.7435 -5.6474 2.4459
H 1.6077 -1.0714 3.3711
H 1.8271 1.1266 -2.8505
H 3.1818 -1.7223 -6.6731
H 2.6482 0.6610 -7.0315
H 5.1772 0.4742 -0.5567
H 1.9426 2.5628 -0.7496
H 4.2325 0.7871 2.9358
H 4.7092 -1.1338 -2.2118
H 1.6702 2.3880 6.9275

81
Properties=species:S:1:pos:R:3 method="wB97M-V/def2-TZVPD" multiplicity=2 e_above_lowest_kj_mol=0.0 homo_lumo_gap_ha="0.2628 / 0.2610" e_tot_ha=-4875.4162 max_force_ev_per_a=0.6
Co 0.6867 0.4883 -0.2066
S 0.8593 0.1092 -2.5534
S 0.5487 0.3203 2.1526
S -1.2121 3.3350 -0.8473
P 0.0424 -1.4989 1.4501
P 0.2716 -1.6358 -1.7226
O -0.9632 1.9140 -0.4599
O 1.9813 2.1291 -0.1729
N 3.4037 2.0804 -1.9422
N 2.8697 4.0730 -0.8740
C 0.6670 6.4763 0.8497
C 1.9065 6.8204 3.0166
C 1.9642 -3.5826 4.4127
C -3.7424 -2.7836 2.4942
C -0.0451 5.6827 -0.0367
C -2.3120 -0.8100 -2.4459
C -1.7659 -1.7134 1.6187
C -2.8735 3.6533 -0.2514
C 0.6428 -1.5034 -0.1072
C 1.8066 -4.8970 4.0029
C 2.7052 2.7290 -0.9736
C -4.5418 -1.9576 1.7210
C -3.4426 -3.3202 -2.0870
C -4.2458 -2.2429 -2.4317
C -1.5009 -1.8885 -2.1055
C 1.9470 -5.2763 -2.4679
C 1.0716 -3.0335 -2.5688
C 0.7795 4.6507 2.4020
C -2.3576 -2.6645 2.4439
C 1.4271 -2.5461 3.6577
C -3.9557 -0.9985 0.9030
C -2.0754 -3.1453 -1.9298
C 1.0948 5.9691 2.0764
C -3.6781 -0.9893 -2.6141
C 1.9464 -4.0761 -4.5522
C 1.3709 -2.9806 -3.9253
C -0.3504 4.3779 0.3188
C 3.8849 4.8295 -1.5742
C -2.5781 -0.8732 0.8551
C 1.3749 -4.1786 -1.8404
C 1.1093 -5.1822 2.8342
C 0.5757 -4.1486 2.0819
C 0.0574 3.8492 1.5307
C 2.2291 -5.2253 -3.8259
C 0.7299 -2.8247 2.4912
H 1.1092 4.2384 3.3481
H -4.5757 -0.3513 0.2948
H 3.7847 2.5886 -2.7207
H 1.1567 -2.0761 -4.4823
H 2.9709 6.7438 2.7842
H 0.0221 -4.3665 1.1747
H 2.4505 4.4714 -0.0486
H -0.3454 6.0725 -1.0029
H -1.4539 -3.9943 -1.6685
H -3.1063 4.7076 -0.3963
H 2.6819 -6.0774 -4.3169
H 2.1858 -6.1641 -1.8962
H 3.8360 5.8620 -1.2377
H -0.1645 2.8161 1.7711
H -3.5482 3.0289 -0.8350
H 0.9019 7.5006 0.5848
H -1.8611 0.1664 -2.5730
H 2.1814 -4.0323 -5.6080
H -5.3122 -2.3805 -2.5596
H -4.3023 -0.1475 -2.8888
H 2.2275 -5.7031 4.5903
H 3.0707 1.1397 -2.1272
H -2.1205 -0.1142 0.2311
H 3.7079 4.8292 -2.6522
H 2.5111 -3.3610 5.3203
H 0.9840 -6.2085 2.5128
H -5.6194 -2.0580 1.7557
H -1.7447 -3.3134 3.0548
H -4.1936 -3.5261 3.1403
H 1.5547 -1.5145 3.9614
H 1.6260 7.8704 2.9392
H -2.9079 3.3787 0.8020
H -3.8803 -4.3000 -1.9438
H 1.1951 -4.1875 -0.7719
H 1.7727 6.5015 4.0493
H 4.8915 4.4497 -1.3822

97
Properties=species:S:1:pos:R:3 method="wB97M-V/def2-TZVPD" multiplicity=2 e_above_lowest_kj_mol=0.0 homo_lumo_gap_ha="0.2393 / 0.2394" e_tot_ha=-4548.6792 total_charge=-1 max_force_ev_per_a=1.3
Ti -0.0402 -0.4906 -0.5299
S 1.6577 -1.4750 3.7491
F -0.8846 2.2967 -2.7121
F -2.5594 -7.8077 0.7569
F -1.4132 -3.3628 1.7341
F -0.1841 -1.7769 -5.0497
F -1.6408 5.7325 1.2829
F -2.1486 1.8926 -7.2043
F 0.5553 -5.6101 -1.9768
F 2.2600 4.0602 -0.7823
F -2.8285 -5.5306 2.2544
F 1.1321 1.6238 -0.8181
F -0.7964 -7.7798 -1.3405
F -2.7268 3.3553 1.2700
F -1.2011 -0.6767 -7.2273
F -1.9834 3.3184 -4.8743
N 0.3987 -3.2034 -0.3995
N 1.8362 3.4099 3.6508
N 2.3183 -1.0265 -0.6744
N 0.2514 -0.9862 1.3807
N 0.5874 2.9964 3.9126
N -2.3684 -0.9928 -1.0537
N 0.3431 2.0272 3.1052
N -1.1986 1.0540 0.1446
N 1.4124 1.7873 2.3023
N 0.2447 -0.3136 -2.6620
C -1.4930 3.4684 0.7325
C -2.7977 -0.7719 0.3376
C -1.6010 1.3504 -6.1043
C -1.8408 -6.7045 0.4713
C -2.4805 0.6654 0.7367
C -1.1014 0.0674 -6.1152
C 3.1932 -0.1606 0.1368
C 2.6602 -2.4141 -0.3038
C 1.4090 -1.1429 -3.0181
C 0.8287 -1.1972 2.3761
C -4.5286 0.1559 -1.8543
C -1.9841 -5.5451 1.2092
C -0.9356 1.5060 -3.7993
C 1.7451 -3.4663 -0.8710
C -0.9196 4.7288 0.7448
C 2.4504 3.3238 6.6362
C -0.3070 -4.3318 -0.1435
C -0.8148 2.3588 0.2146
C -0.5342 -0.4753 -4.9747
C -2.4651 -2.4008 -1.4745
C 2.3143 2.6614 2.6578
C -1.2442 -4.4184 0.9150
C -3.8520 -2.9643 -1.7631
C -0.3858 0.2171 -3.7592
C -3.0226 -0.0693 -2.0030
C -1.5200 2.0599 -4.9230
C 1.0130 3.9107 -0.2870
C 2.5800 -0.7892 -2.1146
C -0.9395 -6.6865 -0.5694
C 2.4494 4.4982 4.4015
C 4.4441 3.1128 5.1179
C -0.2119 -5.5466 -0.8614
C 3.3031 4.0186 5.5761
C 0.3378 4.9953 0.2453
C 0.4464 2.6699 -0.2918
H -4.2884 -2.5562 -2.6765
H 1.1733 -2.2031 -2.9898
H -5.1245 -0.7342 -2.0464
H -4.8208 0.9173 -2.5809
H 4.2425 -0.4469 -0.0132
H -2.4445 0.7296 1.8269
H -2.0204 -2.9820 -0.6850
H 1.8643 2.5139 6.1977
H 1.6288 5.1197 4.7546
H -3.8651 -0.9651 0.4938
H -4.7973 0.5334 -0.8684
H 5.1274 2.9157 5.9453
H 3.7331 4.9284 6.0075
H 0.7593 5.9889 0.2605
H 2.1290 -4.4157 -0.4767
H 1.7538 -0.9222 -4.0334
H 3.0488 5.0798 3.7012
H 3.6970 -2.6077 -0.6178
H 4.0647 2.1482 4.7715
H -2.2348 -1.4597 0.9624
H -2.8115 -0.4470 -3.0043
H 5.0229 3.5659 4.3078
H -3.7590 -4.0448 -1.8936
H -3.2703 1.3317 0.3895
H 2.9415 -0.2717 1.1908
H -4.5464 -2.7901 -0.9378
H -2.5288 0.8970 -1.9103
H -1.8260 -2.5157 -2.3527
H 2.7771 0.2755 -2.2435
H 3.0659 0.8794 -0.1493
H 1.7545 4.0202 7.1085
H 3.4773 -1.3390 -2.4309
H 1.8605 -3.5405 -1.9564
H 2.6156 -2.4746 0.7848
H 3.2986 2.7723 2.2319
H 3.0831 2.8937 7.4148

77
Properties=species:S:1:pos:R:3 method="wB97M-V/def2-TZVPD" e_above_lowest_kj_mol=0.0 homo_lumo_gap_ha=0.2961 e_tot_ha=-2350.2808 total_charge=+2 max_force_ev_per_a=1.4
Pd -0.2672 0.1144 0.0975
P -2.3606 0.8120 0.7883
P -1.1438 -1.9054 -0.7169
O 1.2581 -0.1582 -1.5113
N 0.7664 1.9964 0.6323
N 3.2612 0.2543 -0.5493
C -0.1611 -2.5770 -5.1278
C -3.7430 3.7822 -2.4239
C 3.2077 -0.5363 -2.8367
C -3.7396 -0.3698 0.8289
C 0.8647 4.3618 0.9193
C 0.5288 -2.8790 1.2857
C 0.1730 3.1944 0.6606
C 2.0941 1.9242 0.8325
C 0.6158 -3.1915 -4.1553
C -2.3375 1.5706 2.4179
C -2.0667 0.7273 3.4992
C -4.4544 3.6649 -1.2364
C -1.2159 -1.7495 -4.7622
C -4.0399 2.7717 -0.2619
C 1.1330 -3.8797 2.0346
C 2.2303 4.2898 1.1331
C -0.3458 -3.2053 0.2506
C -2.4276 3.4505 3.9159
C -2.1865 2.1159 -1.6659
C -2.4979 2.9391 2.6269
C -2.8937 1.9986 -0.4658
C -1.4989 -1.5443 -3.4220
C -0.7345 -2.1828 -2.4440
C -0.0344 -5.5414 0.7395
C -3.8954 -1.1340 -0.4790
C 0.8541 -5.2092 1.7556
C -2.0040 1.2438 4.7819
C -2.9254 -2.3060 -0.5665
C -2.1837 2.6065 4.9889
C 2.4987 -0.1367 -1.5773
C -0.6314 -4.5462 -0.0158
C 2.8529 3.0537 1.0737
C 2.7178 0.5561 0.7605
C -2.6145 3.0043 -2.6426
C 0.3424 -2.9850 -2.8100
H -4.0733 4.4782 -3.1843
H -1.8145 0.5873 5.6210
H -2.3193 -0.8932 -3.1386
H -2.5688 4.5106 4.0827
H 3.5614 0.3568 -3.3557
H 1.3273 -5.9919 2.3344
H -1.9075 -0.3335 3.3351
H -3.1681 -2.9233 -1.4321
H 3.5097 0.4433 1.4968
H 2.8029 5.1835 1.3440
H -3.7857 -0.4555 -1.3289
H -2.0686 3.0872 -3.5736
H 1.8155 -3.6271 2.8357
H 0.7237 -1.8415 1.5163
H -4.6156 2.6723 0.6515
H 0.0549 -2.7424 -6.1754
H 0.3355 5.3039 0.9551
H 0.9541 -3.4598 -2.0533
H -0.8871 3.2134 0.4583
H -5.3342 4.2726 -1.0707
H 1.9495 -0.1791 0.9914
H 4.0698 -1.1651 -2.6175
H -4.6160 0.2524 1.0230
H 3.9219 2.9675 1.2211
H -3.6231 -1.0489 1.6755
H 4.2570 0.3185 -0.6848
H -3.0169 -2.9239 0.3280
H -4.9077 -1.5347 -0.5299
H -1.8215 -1.2744 -5.5228
H -2.1253 3.0107 5.9911
H -1.3056 1.5102 -1.8391
H -1.3119 -4.8104 -0.8176
H 2.5165 -1.0652 -3.4861
H 1.4304 -3.8426 -4.4453
H -0.2628 -6.5798 0.5385
H -2.6966 3.6042 1.7966

75
Properties=species:S:1:pos:R:3 method="wB97M-V/def2-TZVPD" e_above_lowest_kj_mol=29.1 homo_lumo_gap_ha=0.2791 e_tot_ha=-1594.5669 total_charge=+1 smiles=COc1ccc(C2(Cc3c(-c4ccccc4)[n+](C(C)C)nn3C(C)C)c3ccccc3-c3ccccc32)cc1 max_force_ev_per_a=2.2
O -4.6444 4.4344 -2.4762
N -1.2120 -2.5696 1.8894
N 0.1065 -2.6873 1.9437
N -1.4449 -1.3469 1.3930
C 3.0444 3.9023 -0.4195
C 1.4983 -1.6145 -3.5882
C 2.8094 -1.4184 3.0007
C -3.6675 -2.1525 1.1521
C 0.3572 0.3567 -1.9806
C 0.7120 -1.5385 1.4941
C 0.6595 -4.0830 2.1241
C 4.9671 -1.2851 1.8911
C 4.3293 -1.2902 0.6462
C 1.3712 2.2186 -0.9093
C -3.4742 3.8174 -2.1420
C -3.2208 -0.6785 3.0554
C 2.3368 -0.6588 -3.0033
C 0.1231 -4.6983 3.4050
C -1.0805 3.6768 -1.7011
C 2.1511 -1.3931 1.7330
C -2.4326 1.7379 -1.4312
C 0.0345 1.4195 -0.8967
C 0.2454 -4.9447 0.9394
C 1.7031 3.4621 -0.3882
C 3.6970 1.8846 -1.5987
C -0.2742 -0.7110 0.9807
C -0.4765 -0.4986 -2.6850
C -0.1921 0.7861 0.5124
C -2.2064 4.4409 -2.0387
C -2.8643 -0.9538 1.5966
C 4.0408 3.0989 -1.0012
C -4.6452 5.8410 -2.8258
C -1.1566 2.3176 -1.3393
C 2.9419 -1.3566 0.5801
C 1.7517 0.3254 -2.2164
C 4.2045 -1.3531 3.0687
C -3.5596 2.4389 -1.8285
C 0.0953 -1.5266 -3.4599
C 2.3681 1.4665 -1.5601
H 1.7456 -3.9686 2.1684
H -3.1273 -1.5843 3.6686
H 0.9344 4.1406 -0.0094
H -4.7379 -1.9494 1.2465
H 0.5035 -4.1769 4.2889
H 4.9000 -1.2451 -0.2846
H -2.5344 0.6700 -1.2532
H -2.6230 0.1181 3.5025
H -5.6893 6.0553 -3.0629
H 0.4386 -5.7496 3.4749
H 0.6847 -4.5724 0.0077
H 0.6960 1.0968 1.1156
H 1.9347 -2.4414 -4.1521
H -0.9727 -4.6658 3.4047
H 4.7186 -1.3517 4.0379
H 2.2192 -1.4883 3.9152
H -0.5643 -2.2379 -3.9706
H 2.4096 -1.4276 -0.3657
H -1.5580 -0.3487 -2.6674
H 3.4219 -0.6510 -3.1107
H -4.5201 1.9353 -1.9202
H -3.4267 -3.0262 1.7668
H 4.4171 1.2319 -2.0777
H -1.1056 1.2383 0.9357
H 6.0574 -1.2246 1.9372
H 3.3113 4.8839 -0.0086
H 5.0895 3.4172 -0.9740
H -0.1300 4.2003 -1.7597
H -4.0116 6.0371 -3.7046
H -2.1257 5.5203 -2.2351
H 0.5789 -5.9796 1.0854
H -4.2718 -0.3654 3.1273
H -3.0178 -0.0680 0.9769
H -0.8483 -4.9448 0.8469
H -3.4730 -2.4067 0.1110
H -4.3199 6.4621 -1.9777

79
Properties=species:S:1:pos:R:3 method="wB97M-V/def2-TZVPD" homo_lumo_gap_ha=0.2328 e_tot_ha=-2703.6667 smiles="O=C1c2ccccc2C(=O)c2ccccc21.O=C1c2ccccc2C(=O)c2ccccc21.CP(C)#[PH]CCO[Si](C)(C)C" max_force_ev_per_a=2.7
P 1.8120 -1.0530 0.3228
P 1.5039 -0.4129 -1.7361
Si -3.0911 -0.8134 0.5046
O 5.1724 2.2890 3.7823
O -2.6910 -0.3855 -1.1623
O 8.1729 1.3528 8.0984
O -7.2924 0.3991 -8.0485
O -4.0704 -2.0835 -4.5896
C -5.2961 -4.1844 -8.0033
C 5.8719 5.4649 6.4233
C 7.3283 -1.8612 5.5464
C -3.3232 0.8295 1.4819
C 2.0587 0.4020 1.5332
C 6.1318 3.1543 5.7438
C 6.3422 0.7091 5.0663
C 7.1397 3.9343 7.7997
C 7.1486 0.4699 6.1783
C -4.8437 -3.5147 -6.8643
C -6.5284 -0.1615 -7.2711
C -6.0027 0.5560 -6.0927
C 6.0130 -0.3428 4.2028
C -5.2591 -2.2008 -6.6114
C -4.7185 0.5805 -4.0418
C -1.3417 0.2521 -1.2042
C 6.5017 -1.6271 4.4479
C -4.7870 -1.5054 -5.3974
C 5.8354 2.0679 4.7891
C -0.3760 -0.7922 -2.0804
C 6.6220 5.2110 7.5713
C 5.6254 4.4395 5.5091
C -4.7040 -1.9119 0.4118
C 3.1441 -2.4082 0.4975
C -6.1696 -3.5491 -8.8856
C -6.3340 1.9021 -5.8962
C 7.4617 1.5613 7.1233
C 7.6525 -0.8162 6.4127
C -6.5806 -2.2384 -8.6389
C -5.1836 -0.1000 -5.1746
C 6.8985 2.9045 6.8809
C -6.1164 -1.5597 -7.5044
C -1.7565 -1.9218 1.3747
C -5.0560 1.9203 -3.8449
C -5.8552 2.5833 -4.7759
H -0.9176 0.3476 -0.0951
H -0.7848 -1.2737 1.5711
H 1.3746 0.1768 2.4853
H 3.1738 0.6348 1.8172
H 1.7052 1.0050 -1.9259
H 7.7166 -2.8602 5.7323
H -4.2197 0.8076 2.2398
H -7.2588 -1.7472 -9.3347
H 3.0690 -2.8332 1.6021
H -0.6244 -0.7663 -3.2253
H 1.5919 1.3587 1.0322
H -2.1150 -2.2889 2.4382
H -4.1643 -4.0190 -6.1789
H -6.5280 -4.0730 -9.7690
H 8.2937 -1.0076 7.2713
H -5.2294 -2.0044 1.4584
H 2.8032 -3.3056 -0.2118
H 7.7270 3.7452 8.6969
H 4.2263 -2.0968 0.1808
H -2.2943 1.1156 2.0116
H 5.4746 6.4611 6.2415
H -0.5592 -1.8666 -1.5955
H -4.6904 2.4485 -2.9671
H -1.5661 -2.8797 0.7270
H 6.8061 6.0079 8.2886
H -4.0897 0.0709 -3.3137
H -6.1078 3.6311 -4.6290
H -5.4193 -1.5870 -0.4558
H -4.9682 -5.2027 -8.2005
H -4.3130 -2.9996 0.1282
H 6.2387 -2.4443 3.7799
H 5.0348 4.6440 4.6176
H -1.3485 1.3224 -1.6874
H -6.9617 2.4248 -6.6161
H -3.5071 1.6808 0.6669
H 5.3725 -0.1664 3.3402